[1]
Entry from the OMol25 dataset: C34H42ClN5O2PPtS2 as an isolated structure in a non-equilibrium geometry (ωB97M-V/def2-TZVPD).

Its charge is +1. The spin multiplicity is 1. Its energy relative to the best compared isomer or geometry (same formula, charge and spin) is 59.7 kcal/mol. As for the largest force on an atom: 2.43 eV/Å.

Last column: Löwdin charge in e.
Geometry (Å):
Pt1 0.5196 0.1822 -0.0068  1.0617
C1 -2.8718 -2.7213 -1.1614  0.0026
C2 -1.6515 -2.1469 -0.4851  -0.2308
N1 -1.3037 -0.9321 -0.7143  -0.0741
N2 -2.1434 -0.2444 -1.6222  -0.0489
C3 -1.5063 0.5675 -2.3564  -1.0332
S1 0.2464 0.7775 -2.3967  0.6258
S2 -2.3996 1.5208 -3.5629  0.9212
C4 -3.9059 1.8639 -2.5979  -0.3952
C5 -3.8122 3.1268 -1.7830  -0.3039
C6 -3.8318 3.0663 -0.3957  -0.0364
C7 -3.7235 4.2270 0.3667  -0.0733
C8 -3.6010 5.4593 -0.2566  -0.0988
C9 -3.5848 5.5298 -1.6487  -0.0936
C10 -3.6842 4.3705 -2.4034  -0.0788
C11 -0.8308 -3.0095 0.3793  -0.1385
C12 -1.4167 -4.1233 1.0056  -0.0218
C13 -0.6676 -5.0243 1.7254  -0.0650
C14 0.7135 -4.8414 1.7955  -0.0540
C15 1.3005 -3.7450 1.2010  -0.0212
C16 0.5386 -2.7907 0.5168  -0.3456
O1 1.1893 -1.7441 -0.0169  -0.2845
H1 -2.8686 -2.4610 -2.2158  0.0875
H2 -3.7766 -2.2865 -0.7307  0.1030
H3 -2.9031 -3.8015 -1.0602  0.0782
H4 -4.0667 0.9872 -1.9775  0.0647
H5 -4.7061 1.9278 -3.3352  0.0881
H6 -3.9383 2.1047 0.0969  0.1168
H7 -3.7530 4.1644 1.4482  0.1065
H8 -3.5337 6.3646 0.3350  0.1084
H9 -3.5086 6.4912 -2.1442  0.1110
H10 -3.6681 4.4273 -3.4878  0.1207
H11 -2.4893 -4.2612 0.9396  0.1165
H12 -1.1387 -5.8656 2.2139  0.1099
H13 1.3277 -5.5542 2.3322  0.1137
H14 2.3719 -3.5842 1.2501  0.1213
Cl1 -1.3036 2.1887 3.5875  0.7309
C17 -0.0760 1.0063 3.9938  -0.5859
C18 0.5397 1.1169 5.2277  -0.1061
C19 1.4736 0.1663 5.6091  -0.0670
C20 1.7727 -0.8890 4.7578  -0.0595
C21 1.1350 -0.9866 3.5316  -0.0341
C22 0.2065 -0.0374 3.1137  -0.3014
C23 -0.5184 -0.1979 1.8324  -0.1462
H15 0.2737 1.9298 5.8915  0.1070
H16 1.9382 0.2332 6.5847  0.1102
H17 2.4868 -1.6455 5.0581  0.1097
H18 1.3513 -1.8185 2.8743  0.0951
H19 -1.3563 0.4816 1.7160  0.0403
H20 -0.7682 -1.2256 1.6353  0.0382
C24 3.0369 -0.8519 -2.9357  -0.1518
C25 3.4689 -0.8266 -1.4703  -0.3579
P1 2.7603 0.4208 -0.3644  0.8619
C26 3.5898 0.0430 1.2064  -0.3498
C27 5.1208 -0.0599 1.2315  -0.1063
C28 3.2019 2.0426 -1.0549  -0.3471
C29 4.2421 2.8509 -0.2738  -0.1116
H21 3.5532 -1.6649 -3.4453  0.0821
H22 3.2792 0.0727 -3.4619  0.0676
H23 1.9696 -1.0254 -3.0277  0.0103
H24 4.5450 -0.6595 -1.3955  0.0865
H25 3.2377 -1.7876 -1.0106  0.0832
H26 3.1453 -0.9209 1.4722  0.0691
H27 3.2315 0.7538 1.9410  0.0622
H28 5.5346 -0.6115 0.3875  0.0628
H29 5.4166 -0.5917 2.1362  0.0807
H30 5.5921 0.9193 1.2628  0.0602
H31 2.2749 2.6049 -1.1395  0.0431
H32 3.5425 1.8582 -2.0748  0.0847
H33 3.9613 2.9586 0.7758  0.0644
H34 4.3176 3.8490 -0.7053  0.0816
H35 5.2292 2.3973 -0.3234  0.0684
C30 1.8207 4.3168 3.2316  0.0117
N3 1.0766 4.1975 1.9751  -0.0342
C31 0.4434 5.2718 1.4297  -0.0305
C32 -0.2137 5.1787 0.2681  0.0082
C33 -0.2463 3.8964 -0.3764  -0.3474
N4 0.2845 2.8093 0.2031  0.1368
C34 0.9944 2.9596 1.3594  -0.5511
O2 1.5878 2.0023 1.8476  -0.0557
N5 -0.8039 3.7852 -1.5691  0.2075
H36 2.0534 5.3656 3.3982  0.0962
H37 2.7365 3.7386 3.1634  0.0941
H38 1.2317 3.9342 4.0623  0.0818
H39 0.5246 6.1998 1.9786  0.1397
H40 -0.7016 6.0327 -0.1782  0.1151
H41 -1.2795 4.5682 -1.9811  0.1005
H42 -0.7999 2.8918 -2.0463  -0.0081



[2]
Entry from the OMol25 dataset: C16H43AlClO6Si2 as an isolated structure in a non-equilibrium geometry (ωB97M-V/def2-TZVPD).

Its charge is +1. The spin multiplicity is 1. Its energy relative to the best compared isomer or geometry (same formula, charge and spin) is 0.0 kcal/mol. As for the largest force on an atom: 1.57 eV/Å.

Last column: Löwdin charge in e.
Geometry (Å):
O1 -0.4691 -1.0780 -3.8088  -0.1048
O2 0.7094 0.7379 -5.0077  -0.2407
C1 0.2643 -2.3557 -4.1640  -0.1419
C2 -0.4985 -3.5059 -3.5805  -0.0416
H1 1.2574 -2.2267 -3.7227  0.1245
H2 0.3293 -2.3827 -5.2590  0.1260
H3 -0.5749 -3.4402 -2.4893  0.0925
H4 0.0751 -4.4023 -3.8162  0.1007
H5 -1.4940 -3.6301 -4.0195  0.0898
C3 -1.8430 -0.9049 -4.4697  -0.1148
C4 -1.7897 -1.1115 -5.9573  -0.0488
H6 -2.1470 0.1031 -4.1678  0.1274
H7 -2.4187 -1.6566 -3.9344  0.1106
H8 -1.0136 -0.5022 -6.4401  0.0733
H9 -2.7520 -0.8049 -6.3833  0.1076
H10 -1.6433 -2.1695 -6.2004  0.0895
C5 0.2472 2.0976 -4.8589  -0.2072
C6 2.0037 0.5105 -5.6010  -0.2132
C7 -0.6962 2.4632 -5.9781  -0.0497
H11 1.1271 2.7537 -4.8189  0.1337
H12 -0.2635 2.1321 -3.8889  0.1225
H13 -0.1953 2.4159 -6.9517  0.0770
H14 -1.0481 3.4870 -5.8222  0.0946
H15 -1.5725 1.8008 -5.9916  0.0734
C8 1.9659 0.7039 -7.0987  -0.0551
H16 2.2699 -0.5203 -5.3351  0.1191
H17 2.7213 1.1874 -5.1151  0.1266
H18 1.1285 0.1672 -7.5634  0.0856
H19 2.8940 0.3104 -7.5204  0.0916
H20 1.8996 1.7659 -7.3510  0.0814
H21 0.1038 -0.2792 -4.1612  0.0851
Al1 0.0966 -0.0394 -0.0101  0.2072
C9 1.5432 -0.0532 -1.3713  -0.2492
Si1 3.3312 0.4298 -1.0722  0.4249
H22 1.5859 -1.0719 -1.7993  0.0065
H23 1.1892 0.5869 -2.1980  0.0059
C10 4.3440 -0.6860 -2.2000  -0.1852
C11 3.9871 0.2667 0.6720  -0.1746
C12 3.6043 2.2036 -1.6270  -0.1741
C13 -1.6342 -0.9328 -0.3703  -0.2526
Si2 -3.2553 0.0235 -0.5272  0.4322
H24 -1.8124 -1.6444 0.4707  0.0391
H25 -1.4915 -1.5802 -1.2612  -0.0056
C14 -4.4389 -0.8011 -1.7334  -0.1869
C15 -2.9469 1.7346 -1.2367  -0.1775
C16 -4.1611 0.1704 1.1132  -0.1749
H26 3.0207 2.4303 -2.5310  0.0132
H27 4.6701 2.3607 -1.8526  0.0417
H28 3.3105 2.9090 -0.8358  0.0377
H29 4.0408 -1.7343 -2.0678  0.0309
H30 5.4140 -0.6056 -1.9629  0.0373
H31 4.1977 -0.4156 -3.2561  0.0179
H32 3.6106 -0.6319 1.1811  0.0375
H33 3.7353 1.1471 1.2812  0.0285
H34 5.0864 0.1928 0.6063  0.0426
H35 -3.4070 1.8137 -2.2334  0.0265
H36 -1.8758 1.9566 -1.3311  0.0072
H37 -3.4060 2.4949 -0.5887  0.0426
H38 -5.0738 0.7803 1.0199  0.0423
H39 -3.5241 0.6325 1.8814  0.0266
H40 -4.4718 -0.8202 1.4769  0.0400
H41 -5.4504 -0.3966 -1.5813  0.0421
H42 -4.4831 -1.8876 -1.5844  0.0365
H43 -4.1546 -0.6032 -2.7760  0.0023
O3 -0.8429 1.0153 3.1247  -0.2026
Cl1 0.2752 1.0512 2.2469  0.8935
O4 1.4361 1.7241 2.7109  -0.2038
O5 0.6354 -0.3744 1.7815  -0.2418
O6 -0.1574 1.6144 0.8639  -0.2489



[3]
Entry from the OMol25 dataset: one molecule with the formula C8H16NP in a non-equilibrium geometry (ωB97M-V/def2-TZVPD).

The spin multiplicity is 1. Its structure (SMILES) is C#CN=P(CC)(CC)CC. Its energy relative to the best compared isomer or geometry (same formula, charge and spin) is 74.6 kcal/mol. As for the largest force on an atom: 5.14 eV/Å.

Last column: Löwdin charge in e.
Geometry (Å):
C1 -3.1614 -0.0253 0.4617  -0.2570
C2 -4.3695 -0.0626 0.6367  0.0211
C3 2.3469 0.1018 1.1666  -0.0861
C4 0.2675 -2.8900 -0.3383  -0.1283
C5 -0.1984 2.7724 -0.2918  -0.0871
C6 0.8026 0.1209 1.3031  -0.2924
C7 0.3666 -1.6149 -1.1846  -0.3026
C8 0.2253 1.5305 -1.1669  -0.2836
N1 -1.7532 -0.1754 0.1515  -0.1945
P1 -0.2406 -0.0735 -0.2317  0.8244
H1 -5.3266 0.2913 0.6288  -0.0339
H2 2.6050 1.0019 0.6918  0.0460
H3 2.6770 -0.0026 2.2152  0.0984
H4 2.5431 -0.5739 0.4396  0.0180
H5 -0.7875 -3.3682 -0.4442  0.1064
H6 0.9954 -3.4817 -0.8447  0.0443
H7 0.4706 -2.7496 0.8171  0.1057
H8 -0.2419 3.5292 -1.0127  0.0483
H9 -1.1807 2.4146 0.1149  0.0836
H10 0.6337 2.8591 0.3360  0.0404
H11 0.5192 0.9818 1.7259  0.0322
H12 0.5811 -0.6702 1.8838  0.0289
H13 -0.0951 -1.5322 -2.0748  0.0359
H14 1.3140 -1.2556 -1.4715  0.0503
H15 1.2272 1.4327 -1.4364  0.0482
H16 -0.2202 1.4394 -2.0748  0.0336



[4]
Entry from the OMol25 dataset: a 2-piece molecular cluster, C4H7BrO2P overall in a non-equilibrium geometry (ωB97M-V/def2-TZVPD).

Its charge is -1. The spin multiplicity is 1. Its energy relative to the best compared isomer or geometry (same formula, charge and spin) is 111.3 kcal/mol. As for the largest force on an atom: 2.12 eV/Å.

Last column: Löwdin charge in e.
Geometry (Å):
C1 -2.2029 0.9149 -0.9738  -0.1039
C2 -1.0191 0.8641 -1.5413  -0.8955
C3 0.1769 -0.7063 0.9892  -0.1964
C4 1.1503 -0.1413 -0.0229  -0.3697
O1 1.4231 2.1221 -1.5943  -0.4418
O2 -0.7755 2.3462 1.5030  -0.6571
P1 0.4741 1.4459 -0.6863  0.7054
Br1 -0.7083 0.1618 -3.2891  0.6090
H1 -3.1162 0.5538 -1.4217  0.0509
H2 -2.2155 1.3649 0.0122  0.0221
H3 -0.1801 0.1307 1.5999  0.0245
H4 -0.6852 -1.1476 0.4949  0.0554
H5 0.6408 -1.4604 1.6205  0.0547
H6 1.3618 -0.8189 -0.8582  0.0683
H7 2.0999 0.1331 0.4444  0.0741



> largest force on an atom of number 4 (C4H7BrO2P)?

2.12 eV/Å



> Look up the spin multiplicity of the third one.

1



> Among the records above, which one has the highest energy relative to the best compared isomer or geometry (same formula, charge and spin)?

C4H7BrO2P